Record 1
Formula: C6H14NS
Source: the Open Molecules 2025 dataset
Level of theory: ωB97M-V/def2-TZVPD

total charge	-1
LUMO	3.42	eV
HOMO energy	-0.1060	hartree
2S+1	1
Kohn-Sham gap	6.305	eV

Each line ends with the Mulliken charge.
Cartesian coordinates (Å):
C: -1.039 0.223 1.529  -0.676
C: -1.523 1.626 1.284  -0.767
S: -0.972 2.860 2.475  -0.595
C: 0.472 0.091 1.499  -0.560
N: 0.872 -1.216 0.359  -0.709
C: -1.125 -2.001 -2.926  -0.869
C: 1.083 0.170 0.144  0.926
C: 2.546 0.495 -0.190  -1.627
H: -1.433 -0.348 0.638  0.219
H: -1.523 -0.249 2.384  0.298
H: -1.252 1.838 0.230  0.221
H: -2.617 1.617 1.365  0.309
H: 1.025 -0.525 2.204  0.446
H: 0.674 1.137 1.946  0.219
H: -1.950 -1.440 -3.389  0.254
H: -1.666 -2.453 -2.094  0.244
H: -0.771 -2.838 -3.527  0.276
H: -0.336 -1.329 -2.527  0.093
H: 0.585 0.705 -0.671  0.260
H: 2.830 0.412 -1.249  0.342
H: 2.923 1.450 0.196  0.324
H: 3.195 -0.225 0.319  0.374

Record 2
Formula: C6H14NS
Source: the Open Molecules 2025 dataset
Level of theory: ωB97M-V/def2-TZVPD

total charge	-1
LUMO	3.56	eV
HOMO energy	-0.1002	hartree
2S+1	1
Kohn-Sham gap	6.284	eV

Each line ends with the Mulliken charge.
Cartesian coordinates (Å):
C: 1.316 -1.564 -0.957  -0.632
C: 2.129 -1.417 0.351  -0.794
S: 3.541 -0.267 0.153  -0.632
C: 0.687 -0.212 -1.229  -1.180
N: -0.887 -0.258 -0.544  -0.720
C: -2.784 0.055 2.036  -0.963
C: -0.035 0.781 -0.215  1.039
C: -0.358 2.169 -0.789  -1.536
H: 0.542 -2.364 -0.936  0.363
H: 2.034 -1.718 -1.776  0.312
H: 1.375 -1.050 1.063  0.184
H: 2.532 -2.366 0.708  0.345
H: 0.325 -0.294 -2.264  0.324
H: 1.614 0.436 -1.496  0.481
H: -2.447 -0.895 1.588  0.261
H: -2.631 0.697 1.172  0.167
H: -3.852 -0.021 2.282  0.314
H: -2.219 0.392 2.903  0.217
H: 0.455 0.809 0.762  0.348
H: -1.232 1.922 -1.470  0.325
H: -0.620 2.774 0.064  0.395
H: 0.516 2.393 -1.406  0.382

Record 3
Formula: C6H14NS
Source: the Open Molecules 2025 dataset
Level of theory: ωB97M-V/def2-TZVPD

total charge	+1
⟨S²⟩	2.007
LUMO (spin up / spin down)	-3.60 / -7.85	eV
HOMO energy (spin up / spin down)	-0.3644 / -0.5423	hartree
2S+1	3
Kohn-Sham gap (spin up / spin down)	6.313 / 6.911	eV

Each line ends with the Mulliken charge.
Cartesian coordinates (Å):
C: -0.911 1.377 1.426  -0.436
C: 0.486 1.771 1.116  -0.409
C: 1.685 -0.812 -1.051  -1.088
C: 0.216 -2.097 0.678  -1.324
C: -1.985 0.421 -1.695  -0.771
C: 1.105 -0.896 0.331  0.182
N: -0.116 0.792 0.276  0.144
S: -0.431 1.297 -1.339  0.290
H: -0.864 0.746 2.309  0.243
H: -1.776 2.091 1.361  0.301
H: 0.768 2.851 0.756  0.240
H: 1.220 1.437 1.831  0.259
H: 1.403 -1.717 -1.677  0.315
H: 1.431 0.070 -1.667  0.332
H: 2.844 -0.727 -0.928  0.248
H: -0.528 -2.244 -0.051  0.328
H: -0.297 -1.798 1.664  0.258
H: 0.865 -2.938 0.723  0.433
H: -2.499 0.998 -2.518  0.403
H: -2.626 0.783 -0.759  0.310
H: -1.809 -0.596 -1.982  0.292
H: 1.821 -0.810 1.197  0.449

Record 4
Formula: C6H14O
Source: the Open Molecules 2025 dataset
Level of theory: ωB97M-V/def2-TZVPD

total charge	-1
⟨S²⟩	0.755
LUMO (spin up / spin down)	4.20 / 3.96	eV
HOMO energy (spin up / spin down)	-0.0545 / -0.1074	hartree
2S+1	2
Kohn-Sham gap (spin up / spin down)	5.680 / 6.879	eV

Each line ends with the Mulliken charge.
Cartesian coordinates (Å):
C: 0.123 -0.666 -2.083  -1.101
C: -0.319 -1.480 -0.882  -0.549
C: 0.479 -1.198 0.431  -0.781
C: 0.299 0.224 0.880  0.903
C: -0.897 0.530 1.719  -1.396
C: 1.437 1.179 0.799  -1.604
H: -0.146 0.365 -1.917  0.262
H: -0.163 -1.078 -3.029  0.359
H: 1.230 -0.651 -2.144  0.250
H: -1.284 -1.124 -0.584  0.316
H: -0.457 -2.555 -1.072  0.434
H: 0.026 -1.915 1.131  0.324
H: 1.534 -1.442 0.300  0.385
H: -0.674 1.369 2.366  0.363
H: -1.214 -0.363 2.256  0.278
H: 1.167 2.051 0.196  0.227
H: 1.801 1.502 1.783  0.414
H: 2.280 0.714 0.319  0.404
H: -1.090 0.749 0.478  0.408
H: -2.363 2.163 -0.205  0.134
O: -1.771 1.625 -0.741  -1.030

Record 5
Formula: C6H14O
Source: the Open Molecules 2025 dataset
Level of theory: ωB97M-V/def2-TZVPD

total charge	0
SMILES string	CCCC(C)(C)O
LUMO	0.94	eV
HOMO energy	-0.3725	hartree
2S+1	1
Kohn-Sham gap	11.073	eV

Each line ends with the Mulliken charge.
Cartesian coordinates (Å):
C: 2.186 1.231 0.370  -1.199
C: 0.992 0.793 1.212  -0.515
C: 0.370 -0.530 0.748  -0.960
C: -0.887 -0.376 -0.125  1.515
C: -1.425 -1.770 -0.482  -1.794
C: -0.614 0.406 -1.415  -1.706
O: -1.840 0.317 0.669  -0.594
H: 1.912 1.374 -0.671  0.283
H: 2.974 0.482 0.415  0.331
H: 2.588 2.169 0.749  0.348
H: 1.329 0.680 2.244  0.348
H: 0.223 1.565 1.209  0.334
H: 1.109 -1.117 0.201  0.446
H: 0.066 -1.104 1.625  0.421
H: -1.666 -2.319 0.425  0.394
H: -0.684 -2.330 -1.046  0.362
H: -2.328 -1.687 -1.085  0.453
H: -0.350 1.434 -1.182  0.333
H: -1.504 0.416 -2.043  0.475
H: 0.196 -0.054 -1.974  0.356
H: -2.649 0.417 0.156  0.370

Record 6
Formula: C6H14O
Source: the Open Molecules 2025 dataset
Level of theory: ωB97M-V/def2-TZVPD

total charge	0
LUMO	-0.44	eV
HOMO energy	-0.3122	hartree
2S+1	1
Kohn-Sham gap	8.058	eV

Each line ends with the Mulliken charge.
Cartesian coordinates (Å):
C: 2.356 -0.073 0.020  -1.190
C: 1.334 0.698 0.867  -0.403
C: 0.118 -0.197 1.199  -1.153
C: -0.940 -0.175 0.135  1.071
C: -1.518 1.097 -0.151  -1.128
C: -1.733 -1.423 -0.178  -1.522
H: 1.873 -0.909 -0.506  0.293
H: 2.644 0.480 -0.872  0.307
H: 3.128 -0.572 0.606  0.359
H: 0.954 1.529 0.272  0.314
H: 1.900 1.118 1.698  0.409
H: -0.385 -0.092 2.169  0.452
H: 0.519 -1.214 1.263  0.500
H: -2.435 1.197 -0.718  0.390
H: -1.628 1.639 0.787  0.303
H: -1.250 -2.185 -0.788  0.288
H: -2.623 -1.046 -0.677  0.379
H: -2.070 -1.908 0.736  0.393
H: -0.641 0.541 -0.925  0.609
H: 0.089 0.713 -2.936  0.139
O: 0.310 0.783 -2.002  -0.809

Record 7
Formula: C6H14O
Source: the Open Molecules 2025 dataset
Level of theory: ωB97M-V/def2-TZVPD

total charge	0
SMILES string	C=C(CC)CC.O
LUMO	0.68	eV
HOMO energy	-0.3257	hartree
2S+1	1
Kohn-Sham gap	9.544	eV

Each line ends with the Mulliken charge.
Cartesian coordinates (Å):
C: 0.770 0.725 -0.681  -1.089
C: -0.526 0.852 -0.254  0.502
C: -1.500 1.733 -0.930  -0.357
C: -0.676 2.787 -1.727  -1.377
C: -1.048 -0.216 0.711  -0.320
C: 0.041 -1.027 1.308  -1.319
H: 1.306 1.547 -1.024  0.342
H: 1.314 -0.210 -0.512  0.166
H: -2.350 1.258 -1.502  0.348
H: -2.237 2.331 -0.328  0.320
H: -0.184 3.489 -1.057  0.315
H: 0.117 2.218 -2.227  0.371
H: -1.339 3.345 -2.271  0.435
H: -1.604 0.392 1.422  0.317
H: -1.805 -0.669 0.167  0.343
H: -0.412 -1.711 2.080  0.328
H: 0.597 -1.748 0.571  0.275
H: 0.863 -0.409 1.692  0.399
O: 3.219 -5.095 1.465  -0.630
H: 2.492 -5.115 0.903  0.305
H: 2.961 -4.475 2.196  0.325

Record 8
Formula: C6H14O
Source: the Open Molecules 2025 dataset
Level of theory: ωB97M-V/def2-TZVPD

total charge	0
LUMO	0.92	eV
HOMO energy	-0.2765	hartree
2S+1	1
Kohn-Sham gap	8.447	eV

Each line ends with the Mulliken charge.
Cartesian coordinates (Å):
C: -1.778 -0.622 -1.133  -1.189
C: -1.650 -0.660 0.361  -0.229
C: -2.466 0.411 1.022  -1.182
C: 0.389 0.364 0.526  -1.056
C: 1.573 -0.267 -0.175  0.554
C: 2.754 0.689 -0.309  -1.359
O: 1.929 -1.397 0.606  -0.540
H: -2.724 -1.151 -1.323  0.371
H: -0.999 -1.198 -1.643  0.349
H: -1.866 0.375 -1.603  0.296
H: -0.360 -0.568 0.715  0.525
H: -3.477 -0.023 1.043  0.364
H: -2.546 1.379 0.495  0.312
H: -2.187 0.588 2.065  0.346
H: 0.627 0.649 1.556  0.464
H: -0.032 1.210 -0.016  0.474
H: 1.258 -0.585 -1.184  0.102
H: 3.095 0.998 0.684  0.334
H: 2.494 1.580 -0.890  0.334
H: 3.588 0.190 -0.818  0.396
H: 2.672 -1.833 0.173  0.334

Quick rundown of ΔE to the lowest compared entry with this formula, charge and spin, same order as above: 4.771; 4.439; 2.518; 1.794; 0.120; 5.323; 2.509; 4.323 eV
Quick rundown of DFT total energy, same order as above: -689.79998; -689.81221; -689.42781; -312.11657; -312.25061; -312.05941; -312.16284; -312.09616 hartree